Entry 1:
# C4H6FNS2

A structure of composition C4H6FNS2 at a distorted geometry (ωB97M-V/def2-TZVPD, OMol25).

CARTESIAN COORDINATES (ANGSTROEM)
C 3.6555 0.0988 0.1639
C 0.8824 0.9745 -0.0313
C -0.4314 0.7911 0.1531
C -1.3523 -0.4597 0.1782
H 3.9846 -0.2056 1.3964
H 4.5035 -0.3355 -0.6864
H 3.7630 1.1226 -0.4166
H 1.0261 2.1633 -0.2004
H -0.7601 -2.7474 0.2487
H 0.3998 -1.4369 0.8282
N -0.5042 -1.5452 0.5963
F -1.1846 1.8902 0.2753
S 1.9643 -0.4917 -0.3627
S -2.9175 -0.3324 -0.3001

Values from the calculation:
F_max: 0.1870 Eh/bohr
ΔE to the lowest compared entry with this formula, charge and spin: 421.2 kJ/mol
Charge: 0
Kohn-Sham gap: 8.512 eV

The net atomic charges from natural (NBO), expressed in e, are: -0.825 -0.426 0.304 0.012 0.271 0.250 0.259 0.271 0.409 0.389 -0.790 -0.321 0.209 -0.013

Entry 2:
# C35H26Br2Cl3N6O2SeY

A structure of composition C35H26Br2Cl3N6O2SeY at a distorted geometry (ωB97M-V/def2-TZVPD, OMol25).

CARTESIAN COORDINATES (ANGSTROEM)
Y 0.0135 0.4973 0.4326
C 0.2351 1.9688 -2.6977
N -0.6895 1.0254 -2.0383
C -2.0194 1.6415 -1.8947
C -1.9494 2.8564 -1.0053
C -2.8416 3.9058 -1.1528
C -2.7251 5.0000 -0.3120
C -1.7054 5.0186 0.6237
C -0.8559 3.9288 0.7010
N -0.9819 2.8591 -0.0872
C -0.7532 -0.1862 -2.8622
C -1.4925 -1.3217 -2.2146
C -1.9475 -2.3847 -2.9861
C -2.6396 -3.4062 -2.3663
C -2.8870 -3.3150 -1.0035
C -2.3980 -2.2202 -0.3176
N -1.6886 -1.2506 -0.9026
C 1.6593 1.9009 -2.2161
C 2.7030 1.8801 -3.1228
C 4.0045 2.0011 -2.6538
C 4.2043 2.1721 -1.2992
C 3.1025 2.1504 -0.4550
N 1.8525 1.9859 -0.8911
H 0.2049 1.8288 -3.7838
H -0.1115 2.9847 -2.5059
H -2.4342 1.9203 -2.8732
H -2.6901 0.9097 -1.4409
H -3.6076 3.8594 -1.9156
H -3.4134 5.8310 -0.3961
H -1.5617 5.8557 1.2917
H -0.0496 3.9033 1.4210
H -1.2300 0.0460 -3.8261
H 0.2699 -0.5062 -3.0594
H -1.7562 -2.3990 -4.0513
H -2.9965 -4.2530 -2.9380
H -3.4514 -4.0725 -0.4782
H -2.5835 -2.1022 0.7404
H 2.4948 1.7778 -4.1795
H 4.8403 1.9782 -3.3409
H 5.1918 2.3071 -0.8812
H 3.2257 2.2776 0.6119
Cl 6.6306 -3.2199 -0.8031
C 5.0283 -2.5398 -0.8125
C 4.6085 -1.7520 0.2459
C 3.3367 -1.2208 0.1957
Cl 2.7221 -0.3017 1.5417
C 2.4290 -1.4154 -0.8629
O 1.2575 -0.8591 -0.8746
C 2.9129 -2.2480 -1.8875
Cl 1.8617 -2.6084 -3.2284
C 4.1823 -2.7978 -1.8764
H 5.2548 -1.5631 1.0913
H 4.5038 -3.4238 -2.6966
C 0.9569 -3.2180 1.5095
C -0.0654 -2.6181 2.4237
C -0.4122 -3.3047 3.6151
C -1.3706 -2.8080 4.4380
C -2.0632 -1.6291 4.0720
C -3.1341 -1.0637 4.8049
Br -3.6928 -1.8402 6.4400
C -3.7856 0.0423 4.3418
C -3.4037 0.6290 3.1258
Br -4.3336 2.1484 2.5090
C -2.3598 0.1403 2.3616
O -1.9871 0.6593 1.2334
C -1.6667 -1.0087 2.8739
N -0.6354 -1.4814 2.0937
H 0.8787 -4.3054 1.5223
H 1.9676 -2.9598 1.8293
H 0.8105 -2.8627 0.4914
H 0.1026 -4.2251 3.8565
H -1.6328 -3.3136 5.3573
H -4.6021 0.4716 4.9048
Se 0.4313 1.6022 3.0361
C 1.9096 2.6721 2.8102
N 2.8182 3.3690 2.6437

Values from the calculation:
F_max: 0.0206 Eh/bohr
ΔE to the lowest compared entry with this formula, charge and spin: 17.6 kJ/mol
Charge: 0
Kohn-Sham gap: 7.673 eV

The net atomic charges from Mulliken, expressed in e, are: -0.851 -1.293 1.038 -1.097 0.688 -0.952 -0.546 -0.978 -0.410 0.970 -1.671 0.516 -0.966 -0.640 -0.966 -0.463 1.289 0.815 -1.128 -0.573 -1.013 -0.054 0.576 0.387 0.507 0.543 0.490 0.500 0.424 0.483 0.146 0.770 0.286 0.515 0.427 0.491 0.363 0.483 0.423 0.510 0.147 -0.236 0.151 -0.752 1.034 -0.246 -1.676 1.317 0.483 -0.239 -0.687 0.484 0.484 -1.520 0.766 -1.087 -1.130 1.059 0.002 -0.245 -0.359 0.268 -0.198 -0.548 0.255 -0.376 1.053 0.563 0.274 -0.038 0.541 0.378 0.445 -0.016 0.286 -0.677

Entry 3:
# CH2N2O3

A structure of composition CH2N2O3 at a distorted geometry (ωB97M-V/def2-TZVPD, OMol25).

CARTESIAN COORDINATES (ANGSTROEM)
C -0.5308 1.3315 1.7283
N -0.9912 1.5384 2.7880
N 0.5108 -0.8339 -2.8985
O 0.2345 1.4635 0.8498
O 0.7518 -1.9585 -1.5773
O 0.9355 -1.3901 -3.8117
H 0.5936 -1.4953 -0.7022
H -1.5042 1.3443 3.6236

Values from the calculation:
F_max: 0.0725 Eh/bohr
ΔE to the lowest compared entry with this formula, charge and spin: 185.6 kJ/mol
Charge: 0
Kohn-Sham gap: 9.921 eV

The net atomic charges from natural (NBO), expressed in e, are: 0.838 -0.749 0.466 -0.534 -0.768 -0.157 0.459 0.445

Entry 4:
# C12H20N4O2

The molecule C12H20N4O2 (ωB97M-V/def2-TZVPD, OMol25).

CARTESIAN COORDINATES (ANGSTROEM)
C 2.5995 0.7593 2.5567
C 1.9032 1.5380 3.6678
C 0.4594 1.1012 3.9258
C -0.4581 1.2877 2.7208
N -0.4156 0.1397 1.8446
C -1.2812 -0.0752 0.8598
O -2.2882 0.5723 0.6127
C -0.8795 -1.2698 -0.0107
O 0.0308 -2.0243 0.2871
N -1.6225 -1.3155 -1.1228
H -2.3406 -0.6018 -1.1707
C -1.4281 -2.2393 -2.2169
C 0.0067 -2.2077 -2.7549
H 0.0995 -2.9668 -3.5326
H 0.6822 -2.4647 -1.9385
C 0.4131 -0.8524 -3.3443
N 0.5238 0.1776 -2.3447
C 1.4098 0.2289 -1.3237
N 1.2206 1.2692 -0.5583
C 0.1653 1.9346 -1.0977
C -0.2816 1.2732 -2.2029
H -1.0798 1.4862 -2.8839
H -0.2045 2.8386 -0.6587
H 2.1744 -0.5062 -1.1717
H -0.3224 -0.5268 -4.0854
H 1.3818 -0.9627 -3.8449
H -2.1385 -1.9835 -3.0056
H -1.6401 -3.2577 -1.8707
H 0.4028 -0.4546 1.8605
H -0.1649 2.1825 2.1596
H -1.4990 1.4165 3.0336
H 0.0665 1.6916 4.7560
H 0.4381 0.0523 4.2296
H 2.4650 1.4174 4.5978
H 1.9114 2.6004 3.4154
H 2.5581 -0.3111 2.7526
H 2.1527 0.9673 1.5865
H 3.6473 1.0484 2.5081

Values from the calculation:
F_max: 0.0139 Eh/bohr
ΔE to the lowest compared entry with this formula, charge and spin: 0.0 kJ/mol
Structure (SMILES): CCCCNC(=O)C(=O)NCCCn1ccnc1
Charge: 0
Kohn-Sham gap: 9.425 eV

The net atomic charges from natural (NBO), expressed in e, are: -0.640 -0.388 -0.404 -0.224 -0.578 0.588 -0.643 0.596 -0.642 -0.601 0.435 -0.218 -0.425 0.217 0.241 -0.204 -0.351 0.166 -0.486 -0.085 -0.107 0.215 0.211 0.204 0.206 0.211 0.202 0.209 0.429 0.196 0.215 0.213 0.201 0.199 0.195 0.191 0.244 0.212

Entry 5:
# C28H23BF7N5O12

A cluster of 5 separate species, C28H23BF7N5O12 in total at a distorted geometry (ωB97M-V/def2-TZVPD, OMol25).

CARTESIAN COORDINATES (ANGSTROEM)
N 4.9120 1.2664 -0.6466
B 5.6059 -0.1034 -0.8110
O 4.8220 -1.1222 -1.5676
O 6.9878 -0.3544 -0.2716
C 6.8011 -0.6934 1.1785
O 6.2259 0.2455 1.9448
O 7.2172 -2.0345 1.6170
C 8.4752 -2.0114 2.3795
F 9.5686 -1.7969 1.3590
F 8.6029 -0.9001 3.3501
C 8.8319 -3.4316 3.1377
F 9.1354 -4.5475 2.1652
F 10.1315 -3.2216 3.8794
C 7.7404 -3.8943 4.2704
F 6.5074 -3.0764 4.3278
F 7.3998 -5.3206 3.9765
F 8.2972 -3.8967 5.6749
H 4.7824 1.6692 -1.6230
H 3.9204 1.1308 -0.2869
H 3.9388 -0.7108 -1.8730
C 1.6221 -5.6236 4.2721
C 2.8667 -4.9973 4.1905
C 3.1416 -4.1210 3.1388
C 2.1565 -3.8746 2.1725
C 0.9089 -4.5080 2.2478
C 0.6467 -5.3845 3.3026
N 2.4304 -2.9350 1.0786
O 3.5527 -2.4093 1.0361
O 1.5228 -2.7180 0.2630
H 1.4104 -6.3017 5.0971
H 3.6223 -5.1899 4.9491
H 4.1164 -3.6407 3.0894
H 0.1371 -4.3297 1.5019
H -0.3199 -5.8787 3.3715
C -0.9174 -1.7018 -5.7218
C 0.3101 -2.2295 -5.3182
C 1.0716 -1.5699 -4.3515
C 0.5899 -0.3794 -3.7898
C -0.6385 0.1567 -4.1988
C -1.3898 -0.5105 -5.1683
N 1.3738 0.3053 -2.7548
O 2.4642 -0.1904 -2.4337
O 0.8988 1.3369 -2.2586
H -1.5103 -2.2227 -6.4717
H 0.6722 -3.1576 -5.7552
H 2.0260 -1.9941 -4.0477
H -1.0219 1.0824 -3.7748
H -2.3460 -0.1040 -5.4903
C -3.5831 0.9298 1.9070
C -4.4824 1.8980 1.4577
C -4.2689 2.5380 0.2353
C -3.1487 2.1957 -0.5347
C -2.2402 1.2295 -0.0824
C -2.4628 0.5984 1.1430
N -2.9324 2.8465 -1.8324
O -3.7484 3.7096 -2.1888
O -1.9492 2.4930 -2.4990
H -3.7568 0.4295 2.8582
H -5.3524 2.1519 2.0595
H -4.9790 3.2903 -0.1008
H -1.3641 0.9578 -0.6676
H -1.7649 -0.1551 1.5014
C -9.6124 6.9511 -2.2335
C -9.2732 5.6527 -2.6171
C -8.6767 4.7852 -1.6999
C -8.4275 5.2291 -0.3939
C -8.7600 6.5346 -0.0084
C -9.3534 7.3939 -0.9352
N -7.8241 4.3139 0.5821
O -7.5269 3.1731 0.1972
O -7.6502 4.7325 1.7356
H -10.0824 7.6220 -2.9505
H -9.4768 5.3154 -3.6312
H -8.4185 3.7764 -2.0144
H -8.5676 6.8937 1.0005
H -9.6180 8.4082 -0.6447

Values from the calculation:
F_max: 0.1854 Eh/bohr
Structure (SMILES): NB(O)OC(=O)OC(F)(F)C(F)(F)C(F)(F)F.O=[N+]([O-])c1ccccc1.O=[N+]([O-])c1ccccc1.O=[N+]([O-])c1ccccc1.O=[N+]([O-])c1ccccc1
Charge: 0
Kohn-Sham gap: 8.350 eV

The net atomic charges from Mulliken, expressed in e, are: -0.681 0.636 -0.550 -0.389 0.470 -0.437 -0.191 0.756 -0.285 -0.244 0.431 -0.245 -0.265 0.661 -0.195 -0.229 -0.244 0.278 0.291 0.661 -0.423 -0.487 -0.219 -0.136 -0.310 -0.451 0.994 -0.505 -0.588 0.366 0.382 0.567 0.437 0.369 -0.337 -0.555 -0.172 -0.011 -0.302 -0.607 0.974 -0.805 -0.558 0.370 0.373 0.465 0.579 0.407 -0.395 -0.359 -0.475 -0.121 -0.096 -0.566 0.988 -0.581 -0.646 0.366 0.398 0.497 0.456 0.478 -0.371 -0.470 -0.254 0.092 -0.297 -0.448 1.005 -0.585 -0.588 0.363 0.363 0.414 0.422 0.361

Entry 6:
# C62H56F6Ge2N5O4S6SeTi

A structure of composition C62H56F6Ge2N5O4S6SeTi at a distorted geometry (ωB97M-V/def2-TZVPD, OMol25).

CARTESIAN COORDINATES (ANGSTROEM)
Ti -0.2387 0.0908 0.3707
C 3.8769 2.4569 5.2923
C 2.4038 2.7481 5.1843
C 1.5173 2.3125 6.1632
C 0.1708 2.6491 6.1281
C -0.7439 2.2239 7.2458
C -0.3114 3.4173 5.0567
C 0.5660 3.8781 4.0684
C 0.1202 4.8162 2.9764
C 1.9096 3.5210 4.1432
C -1.7411 3.8409 5.0500
C -2.1035 4.9614 5.7910
C -3.4137 5.4082 5.8050
C -4.3815 4.7412 5.0741
C -4.0564 3.6137 4.3258
C -2.7327 3.1635 4.3295
Ge -2.2379 1.4898 3.3794
S -0.8869 1.8778 1.6102
S -3.8333 0.0173 2.7376
Ge -2.2396 -1.4721 3.3317
S -0.8541 -1.7712 1.5670
S -1.2183 -0.0032 4.7320
C -2.7510 -3.1325 4.2924
C -3.7881 -3.8892 3.7467
C -4.2158 -5.0331 4.4122
C -3.6173 -5.4162 5.6011
C -2.5873 -4.6586 6.1324
C -2.1318 -3.5078 5.4894
C -1.0125 -2.7683 6.1436
C 0.3106 -2.9367 5.7247
C 0.6525 -3.7704 4.5181
C 1.3295 -2.3168 6.4426
C 1.0705 -1.5449 7.5645
C 2.1873 -0.9445 8.3748
C -0.2543 -1.3691 7.9503
C -1.2977 -1.9665 7.2607
C -2.7204 -1.7163 7.6849
C -4.4217 -3.5263 2.4475
C -5.6059 -2.7825 2.4055
C -6.2790 -2.2747 3.6554
C -6.1996 -2.5372 1.1718
C -5.6631 -3.0242 -0.0116
C -6.3238 -2.7202 -1.3286
C -4.4999 -3.7819 0.0570
C -3.8670 -4.0400 1.2635
C -2.6168 -4.8799 1.3032
C -5.1214 2.9305 3.5408
C -5.2518 3.1834 2.1703
C -4.3169 4.1416 1.4767
C -6.2712 2.5542 1.4649
C -7.1670 1.6970 2.0889
C -8.2718 1.0285 1.3169
C -7.0322 1.4782 3.4551
C -6.0195 2.0748 4.1913
C -5.8699 1.7832 5.6606
H 4.0633 1.5457 5.8623
H 4.3785 3.2769 5.8103
H 4.3350 2.3637 4.3068
H 1.8889 1.7190 6.9930
H -0.2047 1.6070 7.9630
H -1.5853 1.6438 6.8640
H -1.1526 3.0911 7.7671
H -0.9553 4.7737 2.8137
H 0.6196 4.5760 2.0383
H 0.3802 5.8448 3.2371
H 2.5925 3.8918 3.3843
H -1.3393 5.4835 6.3546
H -3.6796 6.2836 6.3834
H -5.4052 5.0956 5.0675
H -5.0257 -5.6142 3.9882
H -3.9495 -6.3102 6.1132
H -2.1060 -4.9593 7.0552
H -0.0284 -4.6146 4.4100
H 1.6716 -4.1508 4.5842
H 0.5813 -3.1719 3.6053
H 2.3583 -2.4672 6.1279
H 3.1341 -0.9803 7.8360
H 2.3099 -1.5001 9.3066
H 1.9720 0.0915 8.6415
H -0.4820 -0.7499 8.8120
H -2.7717 -0.8747 8.3746
H -3.1463 -2.5892 8.1829
H -3.3471 -1.4948 6.8183
H -5.6660 -2.4309 4.5412
H -7.2314 -2.7890 3.8034
H -6.4829 -1.2080 3.5644
H -7.1201 -1.9620 1.1412
H -7.4087 -2.7546 -1.2319
H -6.0223 -3.4291 -2.0988
H -6.0500 -1.7170 -1.6641
H -4.0730 -4.1899 -0.8535
H -2.2967 -5.1427 0.2958
H -2.7889 -5.8027 1.8602
H -1.8005 -4.3492 1.7981
H -4.2747 5.0940 2.0072
H -4.6364 4.3276 0.4527
H -3.2972 3.7470 1.4428
H -6.3748 2.7476 0.4023
H -8.0484 1.0029 0.2509
H -9.2114 1.5677 1.4541
H -8.4259 0.0077 1.6691
H -7.7303 0.8191 3.9610
H -6.5266 0.9689 5.9633
H -6.1153 2.6617 6.2602
H -4.8396 1.5054 5.8956
Se 7.5868 -0.6169 0.1926
N 6.3601 -0.5666 1.4499
C 5.2079 -0.3450 0.8667
C 3.9524 -0.2342 1.5775
C 3.8748 -0.3299 2.9672
C 2.6444 -0.2034 3.5661
C 1.5258 -0.0218 2.7706
N 1.5691 0.0514 1.4390
C 2.7800 -0.0208 0.8404
C 2.8363 0.1672 -0.5970
N 1.6764 0.4792 -1.1970
C 1.6928 0.7055 -2.5007
C 2.8372 0.5980 -3.2846
C 4.0253 0.2660 -2.6822
C 4.0425 0.0662 -1.3012
C 5.2536 -0.2080 -0.5622
N 6.4408 -0.3197 -1.1042
H 4.7846 -0.4902 3.5310
H 2.5091 -0.2457 4.6376
H 0.5610 0.0521 3.2491
H 0.7648 1.0053 -2.9604
H 2.7738 0.7862 -4.3464
H 4.9470 0.1726 -3.2406
F -4.2263 0.0118 -1.7951
C -3.3337 0.7349 -1.1550
F -3.8937 1.8143 -0.6607
F -2.8116 -0.0025 -0.1398
S -1.8370 1.1335 -2.1917
O -0.8512 1.3008 -1.1151
O -2.0975 2.2703 -2.9869
N -1.5999 -0.1703 -3.0213
S -0.7608 -1.3987 -2.5189
O 0.2781 -1.8024 -3.3945
O -0.3874 -1.2587 -1.1015
C -2.0570 -2.7343 -2.4248
F -1.4917 -3.9114 -2.2414
F -2.8099 -2.4279 -1.3712
F -2.8030 -2.7592 -3.5107

Values from the calculation:
F_max: 0.0253 Eh/bohr
Charge: +1
Kohn-Sham gap: 6.320 eV

Atomic partial charges in e from the Mulliken method, atoms 1 to 99: -0.268 -1.763 0.331 -0.511 0.830 -1.354 1.151 0.593 -1.615 -0.684 -0.777 -0.105 -1.070 0.075 -0.603 -0.298 -1.180 0.261 1.159 -0.182 -0.317 0.882 0.231 -0.362 -0.085 -1.200 -0.198 -1.028 0.022 1.392 -1.690 -0.923 0.413 -1.865 -0.476 1.368 -1.823 0.729 0.392 -1.070 -0.460 0.667 -1.685 -0.783 0.624 -1.481 0.423 1.426 -1.783 -0.986 0.620 -1.725 -1.046 1.244 -1.857 0.284 0.469 0.365 0.443 0.374 0.077 0.487 0.162 0.370 0.460 0.444 0.580 0.447 0.551 0.580 0.444 0.550 0.373 0.561 0.088 0.432 0.333 0.440 0.355 0.532 0.450 0.380 0.188 0.156 0.620 -0.202 0.485 0.491 0.381 0.161 0.718 0.417 0.414 0.166 0.403 0.484 0.188 0.509 0.374